Entry from the OMol25 dataset: a 14-piece molecular cluster, C56H86ClN13O5 overall at a distorted geometry (wB97M-V/def2-TZVPD).

```
161
Properties=species:S:1:pos:R:3:forces:R:3
C 4.23590 21.15704 3.62160 -0.29 0.89 -0.45
C 5.05705 20.38643 4.61739 0.10 -0.73 0.87
N 4.35724 20.11477 5.95467 -1.79 -0.04 -0.22
C 3.09042 19.33500 5.72402 0.33 -0.69 -1.02
C 5.20461 19.28262 6.85658 1.69 -0.23 0.10
C 4.59385 18.94757 8.19581 -0.74 0.06 0.44
C 3.89186 21.36650 6.64862 -0.66 0.30 0.02
C 4.94206 22.17617 7.37238 0.19 0.34 0.57
O 6.05151 22.42619 6.54400 0.16 -0.74 -0.54
C 7.30165 22.52976 7.18574 0.53 1.04 -0.04
H 4.68770 21.16202 2.62628 0.49 -0.07 0.22
H 4.13113 22.20410 3.91306 0.07 0.00 -0.01
H 3.21764 20.83687 3.40100 0.04 -0.40 0.53
H 5.95382 20.90215 4.94896 0.07 0.15 -0.48
H 5.32631 19.39877 4.24243 -0.03 -0.05 0.04
H 2.63306 19.08240 6.67112 -0.08 0.10 -0.09
H 3.39481 18.44707 5.16794 -0.02 -0.23 0.35
H 2.37599 19.82630 5.06675 0.09 0.58 0.38
H 6.17479 19.78598 6.87170 -0.12 0.24 0.53
H 5.47086 18.33468 6.38137 -0.46 0.10 -0.51
H 5.25423 18.46333 8.91537 0.51 0.06 -0.45
H 3.78883 18.22653 8.04774 -0.01 0.07 0.13
H 4.17737 19.78814 8.75060 0.03 0.04 -0.17
H 3.11050 21.03155 7.33486 0.25 0.16 0.30
H 3.31330 21.95685 5.93433 0.39 0.00 -0.28
H 5.22106 21.72071 8.33006 0.25 -0.29 -0.29
H 4.52455 23.14874 7.66469 -0.38 -0.14 -0.11
H 7.71761 21.64430 7.67419 -0.68 -0.25 0.12
H 7.26352 23.37670 7.88079 0.14 -0.16 0.24
H 8.03276 22.79184 6.41745 -0.13 0.01 -0.12
Cl -0.49058 19.99277 7.56014 -0.22 0.61 -0.99
O -0.06405 19.33466 6.33449 0.10 -0.29 0.26
O -1.31206 21.11394 7.19718 -0.22 0.41 -0.24
O -1.23118 19.11274 8.39806 -0.21 -0.71 0.15
O 0.66531 20.48931 8.25662 0.83 -0.10 0.30
C 3.50540 18.15206 -0.85374 0.38 -0.12 0.55
C 3.18585 19.26750 0.16576 -0.14 -0.28 -1.07
C 2.45570 18.76557 1.41069 -0.88 -0.34 -0.40
C 3.31211 18.00134 2.29621 0.30 0.14 0.22
N 4.02380 17.41442 2.97949 0.06 -0.11 -0.02
H 4.37422 18.43071 -1.44863 -0.04 0.02 -0.07
H 2.68088 17.96588 -1.53923 -0.10 -0.05 0.12
H 3.76027 17.22101 -0.34064 -0.01 -0.05 -0.10
H 2.53535 19.93340 -0.40255 0.00 0.43 0.51
H 4.10868 19.79164 0.40545 -0.12 0.14 0.26
H 1.65393 18.07551 1.11765 0.10 0.00 -0.19
H 1.90564 19.52928 1.96410 0.44 0.24 0.10
C 12.38389 22.43167 9.88487 -0.66 0.30 0.05
C 11.62899 23.71302 9.51209 0.73 0.37 0.03
C 10.47282 23.49158 8.52293 0.38 -0.23 0.13
C 10.85714 22.67635 7.37538 0.37 -0.17 0.02
N 11.20177 22.02919 6.49279 -0.04 0.03 -0.16
H 13.13080 22.62440 10.65226 0.02 0.05 -0.01
H 12.86427 21.94907 9.03649 -0.08 -0.02 -0.05
H 11.62229 21.77425 10.31428 0.30 -0.37 -0.02
H 12.29800 24.48795 9.12863 0.12 -0.20 -0.20
H 11.25903 24.14441 10.44526 -0.39 -0.02 -0.12
H 10.13072 24.42814 8.08045 -0.37 0.08 0.46
H 9.68884 22.94652 9.05152 -0.30 0.27 -0.28
C 0.33959 16.34980 11.65093 -0.16 0.48 0.06
C -0.17013 17.44035 10.70438 -0.60 -0.48 0.01
C 0.30632 18.86936 10.97583 0.40 -0.30 -0.12
C 1.77697 18.95024 10.90379 -0.47 0.29 0.00
N 2.91856 19.05483 10.84149 0.19 -0.11 0.06
H 0.01090 16.57565 12.66887 0.16 0.09 0.06
H 1.42593 16.26617 11.65208 0.02 -0.14 -0.05
H -0.12831 15.39600 11.41186 0.23 -0.09 -0.20
H -1.26091 17.39522 10.76599 -0.01 0.43 0.03
H 0.00869 17.21987 9.64992 0.32 -0.15 0.14
H 0.00220 19.25312 11.94944 -0.06 -0.10 0.08
H -0.09695 19.51564 10.19437 0.13 0.02 0.30
N 5.47007 25.61071 1.05129 0.01 0.17 -0.41
C 5.20593 26.11885 -0.18464 -0.39 0.39 -0.12
C 4.33943 25.27945 -0.82534 0.07 -0.68 0.21
C 4.09204 24.19194 0.06701 -0.33 0.20 0.04
C 4.79520 24.42566 1.22462 0.21 0.74 0.06
H 5.98999 26.14620 1.72892 -0.06 -0.47 0.26
H 5.51565 27.11308 -0.46408 0.30 -0.12 -0.03
H 3.93750 25.36318 -1.82050 0.00 0.20 0.01
H 3.34284 23.43517 -0.10394 0.25 -0.26 0.06
H 4.85721 23.96108 2.19386 -0.13 -0.32 -0.13
N 1.63687 16.27077 5.94027 0.02 0.58 -0.58
C 1.88277 16.55995 7.24494 -0.12 -0.98 0.64
C 2.74290 15.58282 7.69358 0.92 0.01 0.59
C 3.13459 14.77108 6.60807 -0.95 0.05 -1.22
C 2.40517 15.22395 5.52048 0.37 0.26 0.22
H 1.06713 16.81752 5.31733 -0.11 0.12 0.21
H 1.37535 17.31920 7.81632 -0.15 0.09 -0.28
H 3.15173 15.45754 8.68633 -0.27 0.26 0.09
H 3.80830 13.93503 6.53087 0.14 0.06 0.38
H 2.48760 15.04948 4.45927 -0.11 -0.41 0.08
N 0.41274 22.34196 5.00639 0.44 0.68 -0.60
C 0.63046 21.90622 3.73019 -0.25 -1.17 0.11
C 1.28174 22.86515 3.01695 0.40 0.55 0.20
C 1.48517 23.96360 3.90400 -0.26 -0.02 -0.03
C 0.90042 23.61659 5.09929 0.09 -0.13 0.41
H 0.01533 21.83781 5.78482 -0.44 -0.15 -0.12
H 0.32580 20.91622 3.42129 -0.10 0.06 0.12
H 1.62653 22.80490 1.99754 -0.11 -0.05 -0.05
H 1.95727 24.90149 3.66065 -0.05 0.03 0.04
H 0.73818 24.15121 6.02231 0.23 0.15 -0.08
N 8.03367 17.84044 7.80796 0.56 -0.05 -1.01
C 8.29803 18.30417 6.53803 0.41 0.25 0.25
C 9.14782 19.38783 6.65002 -0.90 -0.16 -0.29
C 9.37410 19.58941 8.04275 0.77 0.69 -0.45
C 8.76202 18.58531 8.68632 -1.16 -1.27 1.46
H 7.55809 16.97522 8.00473 0.04 -0.03 0.12
H 7.90302 17.81530 5.66247 -0.06 -0.03 0.04
H 9.47856 19.97458 5.80878 0.17 0.11 0.15
H 9.89743 20.37397 8.56478 0.35 -0.04 -0.34
H 8.79005 18.25465 9.71558 -0.10 0.38 0.04
N 6.83253 15.74176 4.08210 0.22 -0.74 0.74
C 8.01634 15.17750 4.50468 0.44 0.33 -0.51
C 7.96553 14.97480 5.85112 -1.01 -0.70 0.21
C 6.61531 15.25534 6.23326 0.18 0.47 0.44
C 5.95806 15.75034 5.14850 -0.11 0.00 -0.72
H 6.59745 15.90441 3.12188 -0.19 0.10 -0.02
H 8.77441 14.89461 3.79141 0.12 0.34 0.05
H 8.68853 14.52656 6.51144 0.25 0.05 -0.23
H 6.16482 15.14335 7.20792 0.09 -0.03 0.03
H 4.92214 15.99941 5.00434 0.04 0.21 0.07
N 3.89461 27.80865 10.15138 -0.24 -0.67 -0.65
C 3.34336 28.24274 8.98589 -0.19 0.93 -0.70
C 3.28224 27.21952 8.06363 0.69 0.11 1.14
C 3.83457 26.09274 8.74366 -0.31 -0.23 -0.37
C 4.17444 26.47300 10.00912 0.61 0.01 0.40
H 4.19764 28.41663 10.88540 -0.11 -0.07 0.25
H 3.07009 29.28618 8.91626 -0.04 -0.12 -0.21
H 3.02245 27.25939 7.02202 -0.34 0.13 0.04
H 3.92092 25.10482 8.32064 0.06 -0.02 0.14
H 4.65210 25.93692 10.81386 -0.15 -0.06 -0.01
N 6.43881 23.30336 10.79051 0.72 -0.42 0.30
C 5.75048 22.12067 10.86696 0.03 -0.09 -0.18
C 6.65729 21.08760 10.76818 -1.15 0.06 0.28
C 7.92392 21.66340 10.66403 1.32 0.36 -0.25
C 7.79370 23.02589 10.71452 -0.93 0.20 -0.28
H 6.05471 24.22241 10.67983 -0.17 0.02 0.19
H 4.68267 22.07991 11.00567 -0.02 0.08 -0.09
H 6.38602 20.04647 10.82892 0.10 -0.03 -0.12
H 8.85986 21.16873 10.44834 -0.06 -0.16 0.38
H 8.50935 23.82868 10.67962 0.04 -0.02 -0.07
N 7.69663 27.13672 3.13793 0.18 -0.47 -0.12
C 6.42227 27.35480 3.61209 0.56 0.13 0.05
C 6.05438 26.22634 4.30872 -0.96 1.14 -0.12
C 7.10823 25.32572 4.24515 0.72 -1.24 -0.19
C 8.11430 25.87472 3.48303 -0.26 0.40 0.84
H 8.29693 27.77912 2.65516 -0.23 0.23 -0.07
H 5.92903 28.29354 3.42700 -0.10 -0.04 0.05
H 5.10072 26.10511 4.79768 0.05 -0.11 0.02
H 7.10712 24.33966 4.68553 0.09 0.03 -0.01
H 9.12807 25.54296 3.33964 -0.06 -0.03 -0.31
N 7.97956 15.67288 11.59292 0.06 -0.20 -1.19
C 6.87847 16.26833 11.02646 -0.25 -0.17 0.69
C 6.35927 15.39112 10.10648 0.05 0.99 -0.02
C 7.25250 14.30500 10.00088 -0.79 -0.06 -0.36
C 8.24947 14.50402 10.90810 0.26 -0.16 0.58
H 8.56278 16.07337 12.30095 0.09 0.08 0.01
H 6.54456 17.22902 11.38500 -0.18 -0.09 0.00
H 5.44449 15.51619 9.54837 0.04 0.12 -0.02
H 7.00022 13.52504 9.30005 0.73 -0.40 0.21
H 9.11104 13.90822 11.16030 -0.05 -0.01 0.00
```
Positions in Å, forces in eV/Å.

## Properties
total energy	-101587.51274	eV
highest occupied orbital energy	-0.2950	Ha
frontier orbital gap	8.40	eV
M	1056.8	g/mol
multiplicity	1